Record 1
The molecule CH3F3OSi at a distorted geometry. Source: OMol25; level of theory: the ωB97M-V functional and the def2-TZVPD basis.

Last column: Mulliken charge in e.
Atoms and positions in Å:
O -1.628 -0.739 0.469  -0.5281
C -0.741 0.041 -0.340  -0.4415
Si 1.113 0.058 0.003  0.7815
F 1.855 -0.399 -1.317  -0.2419
F 1.515 1.592 0.195  -0.2522
F 1.584 -0.725 1.301  -0.2502
H -1.404 -0.755 1.422  0.3051
H -1.193 1.071 -0.350  0.3031
H -1.103 -0.145 -1.382  0.3241

Output
ΔE to the lowest compared entry with this formula, charge and spin = 1.0 kcal per mole
Frontier orbital gap = 11.176 eV
Structure (SMILES) = OC[Si](F)(F)F
E_tot = -19168.2383 eV
Molecular weight = 116.1 g mol⁻¹

=====

Record 2
The molecule CH3F3Si at a distorted geometry. Source: OMol25; level of theory: the ωB97M-V functional and the def2-TZVPD basis.

Last column: Mulliken charge in e.
Atoms and positions in Å:
F -0.100 -1.914 -0.024  -0.2409
Si 0.768 -0.593 -0.053  0.4316
C -0.583 0.690 -0.078  0.1872
F -1.432 0.548 -1.101  -0.2280
F -1.340 0.435 1.020  -0.2632
H 1.275 -0.680 1.345  -0.0731
H 1.766 -0.172 -1.223  -0.0623
H -0.355 1.685 0.114  0.2488

Output
ΔE to the lowest compared entry with this formula, charge and spin = 129.9 kcal per mole
Frontier orbital gap = 11.822 eV
Structure (SMILES) = F[SiH2]C(F)F
E_tot = -17116.1133 eV
Molecular weight = 100.1 g mol⁻¹

=====

Record 3
A cluster of 2 separate species, CH3FIN in total at a distorted geometry. Source: OMol25; level of theory: the ωB97M-V functional and the def2-TZVPD basis.

Last column: Mulliken charge in e.
Atoms and positions in Å:
C -0.343 0.495 0.280  -0.9147
N -0.565 0.724 1.611  -0.1344
F -1.236 -0.287 2.205  -0.1308
I -2.395 3.278 0.499  0.0071
H 0.065 -0.576 0.155  0.3090
H -1.279 0.291 -0.104  0.4385
H 0.010 1.292 -0.215  0.4254

Output
ΔE to the lowest compared entry with this formula, charge and spin = 95.5 kcal per mole
Frontier orbital gap (spin up / spin down) = 9.788 / 6.787 eV
E_tot = -13389.2543 eV
Molecular weight = 174.9 g mol⁻¹

=====

Record 4
A cluster of 2 separate species, CH3FIN in total at a distorted geometry. Source: OMol25; level of theory: the ωB97M-V functional and the def2-TZVPD basis.

Last column: Mulliken charge in e.
Atoms and positions in Å:
C 0.399 0.209 -0.351  -0.1231
N -0.075 -0.931 0.086  -0.2911
F -0.270 1.719 1.398  -0.7119
I -0.758 1.392 -1.501  0.2408
H 1.422 0.165 -0.516  0.4229
H -1.081 -0.927 0.199  0.2098
H 0.364 -1.626 0.686  0.2525

Output
ΔE to the lowest compared entry with this formula, charge and spin = 52.5 kcal per mole
Frontier orbital gap (spin up / spin down) = 8.266 / 8.265 eV
E_tot = -13391.1197 eV
Molecular weight = 174.9 g mol⁻¹

=====

Record 5
A structure of composition CH3FINS at a distorted geometry. Source: OMol25; level of theory: the ωB97M-V functional and the def2-TZVPD basis.

Last column: Mulliken charge in e.
Atoms and positions in Å:
C -0.256 0.021 -0.027  -0.6979
N -1.643 -0.334 0.057  0.1419
F -1.924 -1.319 1.252  -0.2695
S -2.545 -0.719 -1.160  0.0570
I -1.086 -2.951 -2.649  -0.1662
H 0.435 -0.923 0.192  0.3163
H 0.167 0.307 -0.943  0.3340
H -0.166 0.757 0.770  0.2845

Output
ΔE to the lowest compared entry with this formula, charge and spin = 51.3 kcal per mole
Frontier orbital gap (spin up / spin down) = 6.784 / 6.786 eV
E_tot = -24225.4684 eV
Molecular weight = 207.0 g mol⁻¹

=====

Record 6
A cluster of 2 separate species, CH3FIP in total at a distorted geometry. Source: OMol25; level of theory: the ωB97M-V functional and the def2-TZVPD basis.

Last column: Mulliken charge in e.
Atoms and positions in Å:
C -1.080 0.437 -0.090  -0.5768
P -1.359 -0.998 0.702  0.2374
F -0.697 -2.033 -0.377  -0.2674
H -0.649 0.359 -1.052  0.3219
H -0.976 1.415 0.419  0.2893
I 2.878 -0.088 -0.092  -0.0734
H 1.883 0.908 0.491  0.0691

Output
ΔE to the lowest compared entry with this formula, charge and spin = 18.9 kcal per mole
Frontier orbital gap = 9.693 eV
Structure (SMILES) = C=PF.I
E_tot = -21191.8085 eV
Molecular weight = 191.9 g mol⁻¹

=====

Record 7
A cluster of 2 separate species, CH3FNO2S in total at a distorted geometry. Source: OMol25; level of theory: the ωB97M-V functional and the def2-TZVPD basis.

Last column: Mulliken charge in e.
Atoms and positions in Å:
C 0.658 0.861 0.275  0.1002
N 0.345 -0.413 0.091  -0.3184
O -2.170 -0.970 -0.264  -0.6408
O 1.757 1.375 0.133  -0.6489
F -3.249 1.503 -0.323  -0.4035
S -3.191 -0.104 0.483  0.0748
H -0.211 1.458 0.610  0.2542
H -0.684 -0.687 -0.006  0.3847
H 1.062 -1.000 -0.310  0.1977

Output
ΔE to the lowest compared entry with this formula, charge and spin = 0.0 kcal per mole
Frontier orbital gap = 6.994 eV
E_tot = -20224.7741 eV
Total charge = -1
Molecular weight = 112.1 g mol⁻¹

=====

Record 8
A structure of composition CH3FO2 at a distorted geometry. Source: OMol25; level of theory: the ωB97M-V functional and the def2-TZVPD basis.

Last column: Mulliken charge in e.
Atoms and positions in Å:
C -0.340 -0.453 -0.232  0.1409
O 1.310 0.901 0.157  -0.3188
O 0.571 0.229 -0.770  -0.0981
F -1.642 0.736 0.002  -0.5177
H -0.891 -0.893 -0.982  0.1913
H -0.233 -0.880 0.801  0.2326
H 0.642 1.596 0.358  0.3699

Output
ΔE to the lowest compared entry with this formula, charge and spin = 102.7 kcal per mole
Frontier orbital gap = 12.630 eV
E_tot = -7893.8030 eV
Molecular weight = 66.0 g mol⁻¹

=====

Record 9
The molecule CH3FO2S at a distorted geometry. Source: OMol25; level of theory: the ωB97M-V functional and the def2-TZVPD basis.

Last column: Mulliken charge in e.
Atoms and positions in Å:
O -0.099 -1.810 0.220  -0.5350
S -0.211 -0.524 0.765  0.8322
O -1.406 -0.338 1.552  -0.5402
C -0.098 0.541 -0.724  -0.1110
F 1.450 0.880 -0.829  -0.3426
H 1.048 -0.252 1.456  0.2105
H -0.223 -0.036 -1.575  0.2239
H -0.461 1.539 -0.864  0.2622

Output
ΔE to the lowest compared entry with this formula, charge and spin = 44.6 kcal per mole
Frontier orbital gap = 12.041 eV
Structure (SMILES) = O=[SH](=O)CF
E_tot = -18730.5705 eV
Molecular weight = 98.1 g mol⁻¹

=====

Record 10
A cluster of 2 separate species, CH3FOS in total at a distorted geometry. Source: OMol25; level of theory: the ωB97M-V functional and the def2-TZVPD basis.

Last column: Mulliken charge in e.
Atoms and positions in Å:
C 0.339 1.141 -1.988  -0.0441
O 1.310 1.694 -1.485  -0.1345
F -0.225 0.249 -1.080  -0.1225
S -0.418 -1.462 2.017  -0.2803
H -1.148 -1.262 0.743  0.1662
H 1.591 1.641 -0.629  0.2987
H -1.449 -2.002 2.422  0.1165

Output
ΔE to the lowest compared entry with this formula, charge and spin = 60.0 kcal per mole
Frontier orbital gap = 10.345 eV
E_tot = -16682.8843 eV
Molecular weight = 82.1 g mol⁻¹

=====

Record 11
A cluster of 2 separate species, CH3FOS in total at a distorted geometry. Source: OMol25; level of theory: the ωB97M-V functional and the def2-TZVPD basis.

Last column: Mulliken charge in e.
Atoms and positions in Å:
C 0.615 0.131 -0.561  -0.7615
O -0.990 0.361 1.373  -0.2315
F -1.720 -1.338 1.263  -0.3342
S -0.895 0.933 0.029  0.4336
H 0.987 0.437 -1.573  0.3273
H 0.468 -1.042 -0.529  0.2775
H 1.535 0.518 -0.003  0.2887

Output
ΔE to the lowest compared entry with this formula, charge and spin = 91.6 kcal per mole
Frontier orbital gap (spin up / spin down) = 9.413 / 8.390 eV
E_tot = -16681.5172 eV
Molecular weight = 82.1 g mol⁻¹

=====

Record 12
A structure of composition CH3FOS at a distorted geometry. Source: OMol25; level of theory: the ωB97M-V functional and the def2-TZVPD basis.

Last column: Mulliken charge in e.
Atoms and positions in Å:
C -0.148 0.188 0.238  0.2798
O -0.607 1.296 -0.275  -0.3704
F -1.348 -1.064 -0.174  -0.4749
S 1.393 -0.435 -0.359  -0.1620
H -0.314 0.110 1.308  0.2351
H -0.450 1.360 -1.230  0.3351
H 1.474 -1.454 0.491  0.1573

Output
ΔE to the lowest compared entry with this formula, charge and spin = 20.0 kcal per mole
Frontier orbital gap = 10.759 eV
E_tot = -16684.6198 eV
Molecular weight = 82.1 g mol⁻¹